Computed, not measured: a 3-piece molecular cluster, C10H21ClNO3 overall, with ωB97M-V with the def2-TZVPD basis set.

Element x y z (Å)
H 3.570 1.168 -0.194
O 4.237 3.209 -2.237
H -0.326 1.780 -0.520
H -3.849 -0.263 -2.647
H 0.393 -0.637 -1.442
H -2.286 -1.921 -1.618
O 3.733 2.125 -0.300
H -3.753 0.795 -1.476
H -0.876 -1.300 2.577
C 0.594 1.247 -0.239
C -1.843 -0.645 0.106
H -0.694 -2.976 0.959
H 1.334 1.650 -0.933
H -2.475 -1.150 0.834
N -0.411 -0.988 0.474
O 3.517 1.113 -2.300
C -2.267 -0.866 -1.341
H -0.343 -2.688 -0.803
C -0.098 -2.434 0.227
C 0.543 -0.233 -0.443
H -1.853 0.434 0.237
H -4.504 -0.811 -1.128
H 0.208 0.893 3.170
C 0.793 1.489 1.257
C -0.181 -0.739 1.953
H 0.816 -1.133 2.170
H -1.186 1.237 2.185
H 1.785 1.113 1.536
H 0.967 -2.650 0.309
C -3.654 -0.292 -1.566
Cl 3.780 -1.084 1.320
H 1.504 -0.597 -0.119
H 0.795 2.540 1.548
C 3.847 2.161 -1.670
C -0.193 0.785 2.157
H -1.625 -0.332 -2.040

Calculated values
HOMO (eV): -3.5
Gap between HOMO and LUMO (eV): 5.397
Multiplicity: 1
E_tot (eV): -30866.783
ΔE to the lowest compared entry with this formula, charge and spin (eV): 0.914
Charge: -1